[1]
This record from OMol25 describes a molecular structure, C16H32O3S2 in a non-equilibrium geometry. The level of theory is wB97M-V/def2-TZVPD.

```
! RIJCOSX wB97M-V def2-TZVPD def2/J DEFGRID3
* xyz 0 1
C 3.39 -2.37 1.16
C 3.15 -1.00 1.05
C 3.35 -0.53 -0.37
C 3.01 1.06 -0.61
C 1.45 1.42 -0.52
C 1.29 3.08 -0.71
C -0.21 3.64 -0.46
C -0.87 3.43 -1.89
C -1.13 2.11 -2.52
C -2.21 1.25 -1.61
C -2.08 -0.10 -2.10
C -3.25 -0.92 -1.55
H -3.57 -2.04 -1.89
H -4.28 -0.47 -1.57
S -3.26 -1.00 0.28
C -1.97 -2.02 0.73
C -0.73 -1.50 0.73
H 0.16 -2.09 0.37
H -0.42 -0.68 0.26
S -0.21 -1.13 2.58
O 0.10 0.13 2.65
O 0.78 -2.04 3.04
C -1.79 -1.68 3.17
H -2.54 -0.71 3.15
C -1.99 -2.95 1.94
O -1.42 -4.01 2.32
H -0.70 -3.67 2.49
H -3.09 -3.18 2.17
H -1.83 -1.96 4.13
H -2.08 -2.90 -0.02
H -1.21 -0.71 -2.02
H -2.51 -0.18 -3.32
H -1.81 1.24 -0.52
H -3.26 1.77 -1.70
H -0.30 1.62 -2.60
H -1.43 2.26 -3.31
H -0.36 3.99 -2.63
H -1.90 4.13 -1.37
H -0.03 4.50 -0.09
H -0.43 2.97 0.29
H 1.90 3.63 0.10
H 1.74 3.45 -1.60
H 1.30 1.44 0.63
H 0.83 0.96 -1.05
H 3.79 1.69 -0.02
H 3.24 1.30 -1.56
H 4.16 -0.65 -0.80
H 2.40 -0.99 -1.03
H 4.03 -0.46 1.54
H 2.29 -0.52 1.36
H 4.49 -2.69 0.80
H 2.80 -2.98 0.38
H 3.25 -2.94 2.13
*
```

Calculated values
ΔE to the lowest compared entry with this formula, charge and spin: 370.50 kcal/mol
frontier orbital gap: 9.54 eV
electronic energy: -44908.2886 eV

natural (NBO) atomic charge list, values in e, 6 entries: -0.596 -0.448 -0.292 -0.384 -0.400 -0.379



[2]
This record from OMol25 describes a molecular structure, C16H33AsF9N4O6 in a non-equilibrium geometry. The level of theory is wB97M-V/def2-TZVPD.

```
! RIJCOSX wB97M-V def2-TZVPD def2/J DEFGRID3
* xyz -1 1
As 1.25 0.28 0.14
F -0.39 -0.08 0.62
F 1.88 0.14 1.75
F 2.84 0.59 -0.57
F 0.65 0.55 -1.52
F 1.06 2.01 0.38
F 1.54 -1.40 -0.16
C 0.37 5.33 -1.63
C -1.02 4.70 -1.59
O -2.03 5.38 -1.70
N -1.02 3.35 -1.49
C -2.22 2.56 -1.62
H 0.95 4.75 -2.35
H 0.80 5.33 -0.63
H 0.39 6.33 -2.06
H -0.11 2.91 -1.45
H -2.32 1.98 -0.70
H -2.16 1.82 -2.42
H -3.05 3.21 -1.86
C -2.27 -4.18 4.54
C -1.14 -4.37 3.55
O -0.27 -5.19 3.74
N -1.20 -3.60 2.44
C -0.11 -3.50 1.47
H -2.79 -3.25 4.34
H -1.90 -4.37 5.55
H -3.03 -4.96 4.47
H -2.10 -3.45 2.02
H 0.72 -3.03 2.01
H -0.34 -2.98 0.55
H 0.31 -4.49 1.24
C 2.11 -1.34 4.89
C 0.64 -1.01 5.04
O 0.05 -1.17 6.10
N 0.04 -0.64 3.90
C -1.38 -0.34 3.83
H 2.19 -2.35 4.48
H 2.62 -1.26 5.84
H 2.61 -0.64 4.22
H 0.56 -0.37 3.08
H -1.94 -1.09 4.41
H -1.74 -0.51 2.82
H -1.66 0.63 4.24
C 3.74 4.49 -0.38
C 4.13 3.84 -1.67
O 4.91 4.42 -2.44
N 3.54 2.70 -2.02
C 3.85 1.97 -3.23
H 4.55 4.52 0.34
H 2.85 4.03 0.07
H 3.44 5.51 -0.60
H 2.99 2.17 -1.33
H 4.94 1.86 -3.33
H 3.52 2.50 -4.12
H 3.38 1.00 -3.14
C -3.06 -0.85 -1.78
C -2.03 -1.85 -2.24
O -2.56 -2.43 -3.44
C -1.73 -2.92 -4.34
O -0.54 -3.00 -4.20
C -2.43 -3.49 -5.60
F -3.59 -2.90 -5.87
F -1.64 -3.39 -6.65
F -2.66 -4.79 -5.36
H -4.05 -1.20 -1.45
H -3.28 -0.02 -2.45
H -2.74 -0.36 -0.85
H -1.84 -2.73 -1.61
H -1.06 -1.33 -2.21
*
```

Calculated values
frontier orbital gap: 9.32 eV
electronic energy: -120677.6030 eV

natural (NBO) atomic charge list, values in e, 6 entries: 2.829 -0.631 -0.623 -0.634 -0.649 -0.631



[3]
This record from OMol25 describes a molecular structure, C16H33BaFN2O14S3 in a non-equilibrium geometry. The level of theory is wB97M-V/def2-TZVPD.

```
! RIJCOSX wB97M-V def2-TZVPD def2/J DEFGRID3
* xyz -2 1
Ba 0.14 -1.14 -1.24
N 3.61 -4.43 1.06
O 3.02 -3.61 0.44
O 4.42 -5.21 0.52
O 3.51 -4.36 2.26
F 2.92 -0.88 -3.56
O -2.44 -1.07 -3.94
C -2.95 -2.33 -4.42
C -1.96 -3.56 -4.48
O -1.32 -4.01 -3.30
H -3.34 -2.12 -5.41
H -3.87 -2.55 -3.89
H -1.26 -3.42 -5.30
H -2.53 -4.40 -4.88
O 0.51 2.63 -2.42
S 0.55 3.69 -3.43
O -0.59 4.61 -3.61
O 1.95 4.58 -3.23
C 3.08 3.95 -2.72
C 4.19 4.85 -3.08
C 0.98 2.96 -5.11
H 3.19 2.94 -3.12
H 3.05 3.81 -1.64
H 4.22 5.09 -4.15
H 5.15 4.44 -2.76
H 4.08 5.83 -2.63
H 1.00 3.79 -5.82
H 0.13 2.30 -5.28
H 1.91 2.42 -4.92
O -3.02 -3.52 4.00
S -1.60 -3.31 3.72
O -1.09 -2.98 2.36
O -1.03 -2.17 4.80
C 0.26 -1.56 4.59
C 0.31 -0.30 5.47
C -0.65 -4.83 4.41
H 0.41 -1.37 3.52
H 0.99 -2.34 4.81
H 1.29 0.17 5.38
H 0.03 -0.48 6.51
H -0.46 0.39 5.14
H -1.00 -4.94 5.44
H 0.42 -4.67 4.34
H -0.99 -5.66 3.80
O -4.18 1.92 2.25
S -3.75 1.14 1.08
O -2.43 0.51 1.02
O -4.90 -0.09 0.93
C -4.88 -1.01 -0.13
C -6.02 -1.99 0.09
C -4.15 2.09 -0.42
H -3.89 -1.45 -0.25
H -5.10 -0.49 -1.06
H -6.37 -2.63 -0.72
H -6.90 -1.39 0.33
H -5.79 -2.69 0.89
H -3.67 1.65 -1.28
H -3.65 3.04 -0.22
H -5.22 2.27 -0.49
N 2.90 1.12 1.14
C 2.70 2.09 2.07
C 3.71 2.84 2.67
C 5.02 2.55 2.30
C 5.31 1.61 1.34
C 4.21 0.94 0.82
H 1.67 2.20 2.37
H 3.53 3.54 3.48
H 5.88 3.14 2.60
H 6.31 1.58 0.94
H 4.47 0.29 0.00
*
```

Calculated values
ΔE to the lowest compared entry with this formula, charge and spin: 0.00 kcal/mol
frontier orbital gap: 3.57 eV
electronic energy: -84679.0729 eV

Mulliken atomic charge list, values in e, 6 entries: 1.607 0.982 -0.611 -0.671 -0.684 -0.924



[4]
This record from OMol25 describes a molecular structure, C16H33ClP2Zr in a non-equilibrium geometry. The level of theory is wB97M-V/def2-TZVPD.

```
! RIJCOSX wB97M-V def2-TZVPD def2/J DEFGRID3
* xyz 2 1
P 0.14 -2.40 1.64
P 0.14 2.61 1.82
C -0.13 -0.59 0.54
C 0.57 0.76 0.65
H -1.16 -0.53 0.17
H 0.53 -1.14 -0.09
H 1.65 0.70 0.47
H 0.06 1.41 -0.05
C -1.46 3.11 1.09
H -1.88 3.80 1.84
H -2.17 2.29 0.98
H -1.34 3.64 0.14
C 1.37 3.80 1.24
H 1.13 4.20 0.24
H 2.37 3.34 1.24
H 1.34 4.60 1.99
C -1.08 -3.57 0.99
H -1.03 -4.43 1.66
H -0.87 -3.87 -0.04
H -2.09 -3.13 1.06
C 1.78 -2.93 1.00
H 2.50 -2.10 0.99
H 1.74 -3.39 0.00
H 2.13 -3.69 1.72
Zr -0.18 0.07 2.62
C 0.66 1.59 -2.09
C -0.69 1.56 -1.97
C -1.57 0.85 -2.94
C -1.18 -0.61 -3.20
C -0.44 -1.29 -2.09
C 0.92 -1.31 -2.05
C 1.78 -0.56 -3.00
C 1.38 0.92 -3.22
C 0.92 -1.14 4.19
H 1.29 2.27 -1.50
H -1.23 2.19 -1.26
H -1.59 1.36 -3.92
H -2.60 0.91 -2.56
H -2.12 -1.16 -3.37
H -0.63 -0.65 -4.14
H -1.07 -1.92 -1.45
H 1.48 -2.02 -1.43
H 1.80 -1.04 -3.99
H 2.81 -0.61 -2.62
H 2.32 1.46 -3.38
H 0.84 0.98 -4.17
H 1.43 -0.37 4.80
H 1.64 -1.93 3.92
H 0.13 -1.59 4.81
Cl -2.25 0.90 4.28
C -2.37 -0.24 2.94
H -3.07 0.13 2.19
H -2.64 -1.24 3.31
*
```

Calculated values
frontier orbital gap: 7.06 eV
electronic energy: -49486.3147 eV

natural (NBO) atomic charge list, values in e, 6 entries: 1.017 0.963 -0.913 -0.867 0.293 0.387



[5]
This record from OMol25 describes a molecular structure, C16H33CrNO11 in a non-equilibrium geometry. The level of theory is wB97M-V/def2-TZVPD.

```
! RIJCOSX wB97M-V def2-TZVPD def2/J DEFGRID3
* xyz 0 5
Cr 0.07 0.27 -0.09
C -2.20 3.15 -2.46
C -1.19 2.03 -2.72
O -0.87 1.29 -1.63
H -3.18 2.77 -2.19
H -2.29 3.83 -3.32
H -1.82 3.81 -1.67
H -0.31 2.50 -3.21
H -1.65 1.38 -3.51
C 2.25 -2.61 0.84
C 1.68 -1.74 1.97
C 2.77 -1.36 2.97
O 0.94 -0.69 1.55
H 2.76 -3.49 1.25
H 2.99 -2.04 0.26
H 1.44 -2.98 0.21
H 0.99 -2.42 2.54
H 3.34 -2.22 3.32
H 2.37 -0.89 3.87
H 3.51 -0.71 2.48
C -0.16 -1.67 -3.85
O -0.70 -2.73 -3.04
C -0.53 -2.54 -1.74
O -0.06 -1.56 -1.28
O -1.00 -3.53 -0.99
C -1.62 -4.68 -1.60
H -0.20 -1.95 -4.89
H 0.89 -1.50 -3.58
H -0.67 -0.74 -3.61
H -2.46 -4.36 -2.21
H -1.98 -5.28 -0.78
H -0.91 -5.17 -2.25
C 2.55 2.12 2.41
O 1.77 3.31 2.23
C 0.63 3.12 1.63
O 0.26 2.07 1.14
O -0.08 4.23 1.68
C -1.37 4.13 1.10
H 2.08 1.45 3.12
H 3.53 2.46 2.76
H 2.70 1.60 1.47
H -1.34 3.51 0.20
H -1.68 5.14 0.83
H -2.10 3.70 1.79
C -3.99 1.13 0.14
O -4.03 0.07 1.10
C -2.90 -0.59 1.30
O -1.83 -0.32 0.82
O -3.07 -1.57 2.16
C -1.83 -2.20 2.57
H -4.23 0.74 -0.85
H -2.97 1.53 0.06
H -4.67 1.89 0.50
H -1.27 -2.55 1.70
H -2.08 -3.04 3.20
H -1.19 -1.47 3.06
C 4.64 0.98 -1.15
C 3.20 0.74 -1.07
N 2.07 0.54 -1.00
H 5.14 0.14 -0.66
H 4.89 1.92 -0.67
H 4.99 1.02 -2.18
*
```

Calculated values
⟨S²⟩: 6.01
frontier orbital gap (alpha / beta): 6.97 / 7.77 eV
electronic energy: -69560.9861 eV

natural (NBO) atomic charge list, values in e, 6 entries: 1.282 -0.621 0.000 -0.941 0.186 0.197



[6]
This record from OMol25 describes a molecular structure, C16H33FGaO3. The level of theory is wB97M-V/def2-TZVPD.

```
! RIJCOSX wB97M-V def2-TZVPD def2/J DEFGRID3
* xyz -1 1
C -2.76 2.67 1.29
C -2.29 4.06 1.72
C -0.86 4.40 1.29
C -0.44 3.91 -0.11
C 0.52 2.70 -0.12
C 1.66 2.79 -1.14
C 1.85 1.51 -1.94
C 2.11 0.26 -1.07
C 0.99 -0.79 -1.11
C 1.39 -2.20 -0.68
Ga -0.07 -3.60 -0.99
C -1.84 -2.60 -1.43
C -2.10 -2.24 -2.87
C -2.62 -0.83 -3.10
F -0.93 -2.37 -3.68
H -3.66 2.37 1.82
H -2.98 2.63 0.22
H -1.98 1.93 1.47
H -2.99 4.82 1.36
H -2.33 4.10 2.81
H -0.17 3.99 2.04
H -0.74 5.49 1.33
H -1.33 3.65 -0.69
H 0.03 4.73 -0.65
H 0.93 2.59 0.89
H -0.05 1.78 -0.30
H 2.60 3.04 -0.63
H 1.46 3.62 -1.83
H 2.68 1.65 -2.65
H 0.96 1.34 -2.55
H 3.05 -0.22 -1.38
H 2.25 0.58 -0.03
H 0.60 -0.84 -2.14
H 0.17 -0.44 -0.47
H 2.27 -2.51 -1.25
H 1.67 -2.20 0.38
H 0.33 -4.61 -2.18
H -0.39 -4.44 0.38
H -2.65 -3.23 -1.06
H -1.86 -1.68 -0.83
H -2.82 -2.95 -3.30
H -2.28 -0.44 -4.07
H -2.28 -0.14 -2.32
H -3.72 -0.82 -3.12
C 0.96 -3.50 3.47
C 2.42 -3.90 3.59
O 3.07 -2.93 2.78
C 2.27 -1.84 2.67
O 2.55 -0.84 2.12
O 1.06 -2.10 3.24
H 0.38 -3.68 4.38
H 0.47 -3.97 2.62
H 2.79 -3.82 4.62
H 2.64 -4.90 3.21
*
```

Calculated values
frontier orbital gap: 7.32 eV
electronic energy: -78363.4076 eV

natural (NBO) atomic charge list, values in e, 6 entries: -0.615 -0.390 -0.393 -0.404 -0.413 -0.385



[7]
This record from OMol25 describes a molecular structure, C16H33HgNO9S2 in a non-equilibrium geometry. The level of theory is wB97M-V/def2-TZVPD.

```
! RIJCOSX wB97M-V def2-TZVPD def2/J DEFGRID3
* xyz 0 1
Hg -1.89 0.31 -0.88
C -1.26 -5.16 -5.29
C -1.39 -3.96 -4.37
O -1.62 -4.09 -3.16
O -1.12 -2.80 -4.77
H -0.32 -4.97 -5.80
H -2.05 -5.29 -6.03
H -1.18 -6.06 -4.68
C -6.66 -1.74 3.95
C -5.55 -1.10 3.13
O -5.80 -0.26 2.25
O -4.39 -1.58 3.18
H -6.44 -1.57 5.01
H -6.67 -2.83 3.87
H -7.64 -1.33 3.71
C -0.87 5.62 -4.56
C -1.65 4.68 -3.68
C -2.81 3.97 -4.46
O -3.51 3.01 -3.70
C -4.61 2.41 -4.39
N -0.71 3.74 -3.08
H -0.31 5.20 -5.39
H -0.14 6.12 -3.93
H -1.51 6.39 -4.99
H -2.16 5.27 -2.92
H -2.45 3.53 -5.39
H -3.49 4.73 -4.85
H -4.33 1.70 -5.16
H -5.25 3.23 -4.71
H -5.23 1.88 -3.67
H -0.13 3.33 -3.80
H -0.05 4.34 -2.60
C 3.97 -5.62 -1.18
C 4.40 -5.84 0.33
C 3.93 -4.69 1.16
S 4.25 -3.22 0.13
O 5.57 -2.63 0.43
O 3.03 -2.39 0.06
C 4.45 -4.23 -1.53
H 2.89 -5.72 -1.24
H 4.48 -6.45 -1.68
H 5.48 -5.88 0.47
H 4.05 -6.75 0.82
H 4.32 -4.55 2.17
H 2.86 -4.88 1.29
H 5.47 -4.18 -1.91
H 3.81 -3.85 -2.33
C 2.64 1.96 6.26
C 3.17 3.39 6.09
C 2.49 3.97 4.74
S 0.79 3.46 4.97
O 0.24 2.98 3.70
O 0.09 4.52 5.74
C 1.09 2.01 6.12
H 2.91 1.52 7.22
H 3.07 1.31 5.50
H 4.25 3.34 6.00
H 2.88 4.05 6.91
H 2.87 3.30 3.97
H 2.61 4.97 4.33
H 0.63 1.15 5.63
H 0.51 2.22 7.01
*
```

Calculated values
ΔE to the lowest compared entry with this formula, charge and spin: 242.06 kcal/mol
frontier orbital gap: 1.93 eV
electronic energy: -62879.7122 eV

natural (NBO) atomic charge list, values in e, 6 entries: 0.338 -0.739 0.746 -0.438 -0.472 0.241



[8]
This record from OMol25 describes 3 unconnected molecules or ions with the total composition C16H33IO6 in a non-equilibrium geometry. The level of theory is wB97M-V/def2-TZVPD.

```
! RIJCOSX wB97M-V def2-TZVPD def2/J DEFGRID3
* xyz 0 1
C -2.40 0.61 1.04
C -2.59 -0.93 0.88
C -1.96 -1.64 2.12
C -2.99 -2.34 3.05
C -0.85 -2.58 1.61
O -0.22 -3.29 2.69
C 0.75 -2.51 3.27
O 1.19 -2.75 4.30
C 1.07 -1.31 2.36
C 0.35 -1.75 1.08
I 1.75 -3.11 0.15
H -2.90 1.18 0.25
H -2.79 0.87 2.04
H -1.32 0.81 1.09
H -2.09 -1.19 -0.07
H -3.67 -1.14 0.78
H -1.47 -0.86 2.71
H -2.72 -3.39 3.20
H -4.02 -2.22 2.71
H -2.95 -1.85 4.03
H -1.12 -3.22 0.77
H 0.53 -0.48 2.87
H 2.10 -0.94 2.30
H 0.16 -0.84 0.49
C -1.31 -2.30 -3.00
O -0.83 -0.97 -3.08
C 0.58 -0.91 -3.28
C 0.94 -0.67 -4.73
O 0.56 -1.76 -5.55
C -0.67 -1.54 -6.23
H -2.39 -2.27 -3.17
H -0.87 -2.95 -3.76
H -1.12 -2.71 -2.01
H 1.06 -1.81 -2.90
H 0.95 -0.06 -2.68
H 2.03 -0.58 -4.81
H 0.50 0.26 -5.10
H -0.50 -0.90 -7.11
H -1.42 -1.08 -5.58
H -1.05 -2.50 -6.57
C 1.02 5.23 1.06
O 2.39 5.01 1.38
C 2.57 4.31 2.60
C 2.83 2.83 2.36
O 1.70 2.18 1.78
C 1.82 2.03 0.37
H 0.96 5.49 0.00
H 0.40 4.35 1.24
H 0.63 6.07 1.65
H 1.71 4.45 3.26
H 3.44 4.74 3.09
H 3.01 2.35 3.32
H 3.72 2.69 1.74
H 2.47 1.17 0.14
H 2.21 2.92 -0.12
H 0.82 1.83 -0.03
*
```

Calculated values
frontier orbital gap: 9.73 eV
electronic energy: -37510.1723 eV
SMILES string: CC[C@@H](C)[C@@H]1OC(=O)C[C@H]1I.COCCOC.COCCOC

natural (NBO) atomic charge list, values in e, 6 entries: -0.598 -0.397 -0.256 -0.612 0.071 -0.518